Density functional theory data (wB97M-V/def2-TZVPD) for a structure of composition C22H19BrCl4N8O2PSTl.

Geometry as XYZ:
```
59
Properties=species:S:1:pos:R:3:lowdin_charge:R:1
Tl -0.0992 0.5651 -0.0775 0.632
C 3.0852 -4.0854 2.4033 -0.039
N 2.9485 -2.7702 1.7823 -0.130
C 3.9805 -1.9288 1.4663 -0.067
C 3.4025 -0.8159 0.9165 -0.130
N 2.0452 -0.9590 0.8983 -0.005
C 1.7847 -2.1426 1.4168 -0.470
P 0.1606 -2.9504 1.6137 1.159
C -0.3917 -2.8311 -0.1289 -0.520
N 0.0847 -2.0014 -1.0356 -0.018
C -0.5428 -2.3148 -2.2125 -0.152
C -1.4016 -3.3535 -2.0172 -0.068
N -1.2952 -3.6846 -0.6933 -0.126
C -2.1184 -4.6715 -0.0149 -0.034
C -0.7256 -1.6260 2.4999 -0.542
N -0.2797 -0.4055 2.7289 0.022
C -1.2020 0.1864 3.5517 -0.152
C -2.2102 -0.6900 3.8269 -0.069
N -1.8976 -1.8472 3.1647 -0.139
C -2.7625 -3.0086 3.0550 -0.043
H 4.1389 -4.2762 2.5819 0.085
H 2.6911 -4.8626 1.7543 0.082
H 2.5556 -4.1209 3.3512 0.084
H 5.0113 -2.1921 1.6484 0.114
H 3.8805 0.0764 0.5351 0.097
H -0.3280 -1.7752 -3.1232 0.059
H -2.0837 -3.8621 -2.6829 0.122
H -2.3318 -5.4933 -0.6955 0.092
H -3.0579 -4.2220 0.3073 0.082
H -1.5861 -5.0591 0.8491 0.061
H -1.0835 1.2061 3.8829 0.069
H -3.1205 -0.5854 4.3992 0.122
H -3.3658 -3.0935 3.9564 0.092
H -2.1601 -3.9086 2.9512 0.061
H -3.4224 -2.9079 2.1920 0.065
Cl -3.3774 0.9338 -6.1322 0.734
C -2.4955 1.5179 -4.7922 -0.666
C -3.0778 2.6226 -3.9944 -0.668
Cl -4.6043 3.2347 -4.4448 0.737
C -2.4290 3.1514 -2.9404 -0.616
Cl -3.0612 4.4327 -2.0097 0.777
C -1.1118 2.6468 -2.5642 -0.363
O -0.4831 3.0712 -1.6368 0.012
C -0.5476 1.4534 -3.3303 -0.359
O 0.4491 0.9256 -2.9152 0.042
C -1.3049 0.9722 -4.4862 -0.611
Cl -0.6055 -0.2878 -5.4105 0.765
S -1.0237 3.5407 2.0931 0.621
C 0.6278 3.4095 2.0370 -0.888
N 1.2835 3.6282 0.8327 0.045
C 2.6187 3.5569 0.6835 -0.077
C 3.3951 3.2245 1.7417 -0.062
C 2.7066 2.9342 2.9425 -0.118
N 1.4097 3.0210 3.0982 0.079
H 0.6784 3.7846 0.0407 0.087
H 3.0114 3.7684 -0.3017 0.135
H 4.4709 3.1651 1.6640 0.101
H 3.2689 2.6050 3.8146 0.114
Br -2.8827 -0.4537 0.0529 -0.215
```

Energy   -184088.141 eV
Relative energy (zero: lowest compared OMol25 entry of this formula, charge and spin)   27.8 kcal per mole
HOMO-LUMO gap   5.0 eV
2S+1   1
HOMO level   -7.259 eV

=====

Density functional theory data (wB97M-V/def2-TZVPD) for a cluster of 2 separate species, C2H3O4S in total at a distorted geometry.

Geometry as XYZ:
```
10
Properties=species:S:1:pos:R:3:lowdin_charge:R:1
C -0.0159 1.5026 0.0917 -0.350
C -0.2124 1.3820 1.3654 -0.021
O 2.9009 -1.4324 -0.4607 -0.551
O 0.2701 2.1381 -0.8085 0.162
O 3.4665 0.3613 1.4878 -0.515
O 4.3904 0.4785 -0.9380 -0.505
S 3.1504 0.0182 -0.4140 0.602
H -0.4473 0.5186 1.9501 0.033
H 2.6469 0.3334 2.1846 0.033
H -1.1752 2.0763 1.5588 0.112
```

Energy   -21146.499 eV
Net charge   -1
Relative energy (zero: lowest compared OMol25 entry of this formula, charge and spin)   69.7 kcal per mole
HOMO-LUMO gap   6.9 eV
2S+1   1
HOMO level   -3.824 eV

=====

Density functional theory data (wB97M-V/def2-TZVPD) for a cluster of 2 separate species, C3H4N2O3 in total at a distorted geometry.

Geometry as XYZ:
```
12
Properties=species:S:1:pos:R:3:lowdin_charge:R:1
C 0.3395 0.4906 1.1264 -0.545
C -0.8390 0.3565 0.0753 -0.532
C 1.1571 -1.1657 -0.6118 0.037
N -1.7406 -0.5566 0.4212 0.200
O 1.1067 1.5259 0.8015 0.114
N 1.6085 -0.9601 -1.6630 0.136
O 0.2821 -0.0266 2.2120 0.103
O -0.7936 1.0355 -0.9347 0.039
H 0.8180 1.8277 -0.0898 0.115
H -2.5175 -0.7849 -0.1775 0.126
H -1.5871 -1.0529 1.2864 0.115
H 2.1659 -0.6894 -2.4460 0.090
```

Energy   -12297.724 eV
Relative energy (zero: lowest compared OMol25 entry of this formula, charge and spin)   29.3 kcal per mole
HOMO-LUMO gap   10.4 eV
2S+1   1
HOMO level   -9.884 eV

=====

Density functional theory data (wB97M-V/def2-TZVPD) for a structure of composition C4H7NO.

Geometry as XYZ:
```
13
Properties=species:S:1:pos:R:3:lowdin_charge:R:1
C 0.5528 1.2234 1.2619 -0.137
N -0.0940 -0.0550 1.5222 0.026
C 0.8446 0.0532 0.4026 -0.344
C 0.4376 0.2422 -1.0292 -0.077
C -0.8346 -0.9886 -1.2972 -0.126
O -0.9799 0.3868 -1.1010 -0.136
H -0.0483 2.0132 0.8132 0.113
H 1.2943 1.5492 1.9848 0.102
H -1.0470 -0.0085 1.1615 0.082
H 1.7835 -0.4789 0.5355 0.132
H 0.3708 -1.0028 -1.5825 0.123
H -1.2475 -1.3263 -2.2481 0.124
H -1.0324 -1.6078 -0.4237 0.117
```

Energy   -7793.485 eV
Relative energy (zero: lowest compared OMol25 entry of this formula, charge and spin)   142.0 kcal per mole
HOMO-LUMO gap   9.5 eV
2S+1   1
HOMO level   -8.574 eV

=====

Density functional theory data (wB97M-V/def2-TZVPD) for the molecule C10H15N3 at a distorted geometry.

Geometry as XYZ:
```
28
Properties=species:S:1:pos:R:3:lowdin_charge:R:1
C -1.8506 1.3968 -0.1969 -0.050
C -1.9231 -0.4854 -1.6678 -0.267
C -1.0347 -1.7560 -1.9916 -0.110
C 0.4262 -1.3586 -1.2986 -0.094
C 0.1533 0.0640 -0.8486 -0.292
C 0.9545 0.4267 0.3736 -0.157
C 1.7255 1.5801 0.2314 -0.125
C 2.7078 1.1984 2.2443 -0.138
C 1.9226 0.1183 2.4793 -0.029
C 0.8813 -0.2077 1.6126 -0.315
H -1.2170 1.7311 0.5880 0.077
H -1.8876 2.0450 -1.0507 0.080
H -2.9000 1.3417 0.0604 0.086
H -2.9668 -0.7650 -1.4123 0.125
H -1.9816 0.0809 -2.6416 0.124
H -1.4614 -2.5943 -1.4813 0.072
H -0.9850 -1.9499 -3.1136 0.110
H 1.2655 -1.4548 -2.0586 0.121
H 0.5095 -2.1298 -0.4136 0.129
H 0.4703 0.8413 -1.6066 0.152
H 1.6150 2.3192 -0.5949 0.126
H 3.4505 1.4541 2.9493 0.088
H 1.8768 -0.4895 3.3750 0.110
H -0.0565 -1.4704 2.7579 0.084
H -0.9241 -0.8798 1.3284 0.138
N -1.3223 0.1043 -0.5886 -0.226
N 2.5718 2.0264 1.1533 0.049
N -0.0199 -1.1871 1.8116 0.133
```

Energy   -15082.575 eV
Relative energy (zero: lowest compared OMol25 entry of this formula, charge and spin)   30.8 kcal per mole
SMILES   CN1CCC[C@@H]1c1cnccc1N
HOMO-LUMO gap   9.5 eV
2S+1   1
HOMO level   -8.575 eV

=====

Density functional theory data (wB97M-V/def2-TZVPD) for a structure of composition C12H23CrN5O6S at a distorted geometry.

Geometry as XYZ:
```
48
Properties=species:S:1:pos:R:3:lowdin_charge:R:1
O -2.5525 2.8456 0.0264 -0.107
H -2.9384 3.7094 -0.1880 0.070
Cr -0.0406 0.4610 -0.2271 0.752
N -1.9778 -0.1663 0.0532 -0.156
N -0.2486 0.3570 1.8542 -0.100
N 0.7622 -0.1098 -2.0366 -0.186
N 1.9930 0.2568 0.1556 -0.103
O -2.6870 -0.7496 -0.8077 0.014
O 0.0560 -0.5440 -3.0279 -0.168
O 2.6109 0.1849 1.3477 -0.088
O 0.6521 0.2913 2.8059 -0.078
C -1.5305 0.3342 2.2918 -0.225
C -2.4963 0.1056 1.2900 -0.220
C 2.1124 -0.1179 -2.1361 -0.264
C 2.7921 0.0332 -0.9012 -0.242
C -3.9658 0.1172 1.4802 -0.001
H -4.3867 1.0390 1.0527 0.099
H -4.2087 0.0827 2.5450 0.073
H -4.3995 -0.7509 0.9743 0.090
C -1.7647 0.4287 3.7530 -0.003
H -1.3767 1.3773 4.1494 0.104
H -1.2590 -0.3904 4.2811 0.097
H -2.8347 0.3678 3.9684 0.072
C 2.8150 -0.3726 -3.4204 -0.027
C 4.2531 -0.1918 -0.7401 -0.004
H 2.1544 -0.1368 -4.2590 0.079
H 3.1491 -1.4172 -3.5058 0.093
H 3.7129 0.2566 -3.4691 0.082
H 4.5281 -0.2105 0.3164 0.078
H 4.8295 0.5977 -1.2375 0.095
H 4.5399 -1.1495 -1.1917 0.095
H -1.2429 0.4738 -2.5525 0.041
H 1.7804 0.2467 2.0529 0.023
C -0.0440 2.5400 0.0560 -0.169
H -0.9054 2.9458 0.5744 -0.018
H 0.0278 2.9594 -0.9551 0.004
H 0.8629 2.7790 0.6328 0.009
O -1.4365 1.3046 -2.0240 -0.148
H -2.3943 2.3757 -0.8253 0.028
H -1.0056 2.0187 -2.5359 0.085
S 0.9876 -3.9911 1.1069 1.038
C 0.1384 -4.0613 -0.4156 -0.354
C -0.2475 -2.7940 -0.7972 -0.201
N 0.1326 -1.7984 0.0737 -0.059
C 0.7782 -2.2936 1.1187 -0.443
H -0.0564 -4.9662 -0.9719 0.067
H -0.7909 -2.5580 -1.7051 0.111
H 1.1223 -1.7199 1.9702 0.067
```

Energy   -71802.297 eV
HOMO-LUMO gap (spin up / spin down)   6.8 / 5.8 eV
<S²>   6.1537
2S+1   5
HOMO level (spin up / spin down)   -7.273 / -7.367 eV

=====

Density functional theory data (wB97M-V/def2-TZVPD) for the molecule C4H7NO at a distorted geometry.

Geometry as XYZ:
```
13
Properties=species:S:1:pos:R:3:lowdin_charge:R:1
O 1.2676 2.1046 0.1195 0.050
C 1.7508 1.0154 -0.0693 -0.255
C 1.0145 -0.3229 0.0177 -0.120
C -0.4360 -0.3685 0.5070 -0.302
C -1.4785 0.2437 -0.3512 -0.157
N -1.4247 -1.2021 -0.2224 -0.002
H 2.8294 0.9261 -0.3614 0.121
H 1.6488 -0.9919 0.6135 0.114
H 1.0051 -0.7305 -0.9998 0.123
H -0.5997 -0.5802 1.5406 0.126
H -1.1588 0.5281 -1.3498 0.108
H -2.3093 0.8127 0.0525 0.106
H -2.1091 -1.4346 0.5031 0.090
```

Energy   -7797.236 eV
Relative energy (zero: lowest compared OMol25 entry of this formula, charge and spin)   55.5 kcal per mole
SMILES   O=CC[C@H]1CN1
HOMO-LUMO gap   10.7 eV
2S+1   1
HOMO level   -9.681 eV

=====

Density functional theory data (wB97M-V/def2-TZVPD) for a cluster of 2 separate species, C3H10N3S in total at a distorted geometry.

Geometry as XYZ:
```
17
Properties=species:S:1:pos:R:3:lowdin_charge:R:1
C -0.8725 0.6121 -0.4267 -0.184
C 3.8508 0.4340 -0.3663 -0.476
C -1.0164 -0.7821 0.2442 -0.394
N -2.0213 -0.8964 1.0400 0.202
N -0.2245 -1.7389 -0.1268 0.197
N -1.8156 1.5697 0.0871 -0.016
S 2.6602 -0.4949 0.2768 0.658
H 0.2238 0.9261 -0.2217 0.117
H -1.0427 0.4462 -1.4748 0.128
H 4.8669 0.2584 -0.0154 0.005
H 3.6629 1.1733 -1.2779 0.073
H -2.6541 0.0052 0.9272 0.171
H -2.3968 -1.7961 1.4001 0.166
H 0.7321 -1.5941 -0.2893 -0.025
H -0.2840 -2.5721 0.4329 0.139
H -1.2466 2.4533 0.3933 0.150
H -2.4224 1.9962 -0.6027 0.090
```

Energy   -18571.282 eV
Net charge   +1
Relative energy (zero: lowest compared OMol25 entry of this formula, charge and spin)   36.7 kcal per mole
HOMO-LUMO gap (spin up / spin down)   8.5 / 8.5 eV
2S+1   1
HOMO level (spin up / spin down)   -12.615 / -12.615 eV

=====

Density functional theory data (wB97M-V/def2-TZVPD) for a cluster of 2 separate species, C4H6O in total at a distorted geometry.

Geometry as XYZ:
```
11
Properties=species:S:1:pos:R:3:lowdin_charge:R:1
C -2.0173 0.8632 -0.1066 0.024
C -0.7539 0.5692 0.0746 0.027
C -1.5846 -0.6155 0.2093 -0.123
C 2.1383 -0.0180 -0.1360 -0.257
O 1.3335 1.0530 0.1686 -0.188
H -2.7584 1.6197 -0.2946 0.090
H -1.6915 -1.1303 1.1414 0.069
H -1.7068 -1.3289 -0.6502 0.094
H 1.5494 -0.8967 0.3194 0.086
H 3.1571 0.2865 0.3968 0.130
H 2.3342 -0.4021 -1.1228 0.048
```

Energy   -6285.129 eV
Relative energy (zero: lowest compared OMol25 entry of this formula, charge and spin)   156.6 kcal per mole
HOMO-LUMO gap (spin up / spin down)   8.5 / 8.4 eV
2S+1   1
HOMO level (spin up / spin down)   -9.592 / -9.417 eV

=====

Density functional theory data (wB97M-V/def2-TZVPD) for the molecule C6H16N2O at a distorted geometry.

Geometry as XYZ:
```
25
Properties=species:S:1:pos:R:3:lowdin_charge:R:1
C -0.6262 0.0980 -0.2606 -0.548
C 0.2322 1.4467 1.8777 -0.083
C 1.0708 -1.4008 0.8524 -0.003
C 0.9585 -1.1782 -1.7167 -0.125
C -1.1378 0.7984 -1.5384 -0.035
C -1.8646 -0.2707 0.5854 -0.034
N 0.2073 1.0912 0.4808 -0.229
N 0.1714 -1.0949 -0.5000 -0.133
O 1.3471 1.6177 -0.2110 -0.020
H 1.9071 0.8315 -0.3221 0.061
H -0.6733 1.1566 2.4116 0.079
H 0.3262 2.5347 1.9716 0.084
H 1.1020 1.0063 2.3679 0.066
H 1.4498 -2.1568 -1.7647 0.081
H 0.3620 -1.6481 1.6401 0.066
H 1.5586 -2.3385 0.5762 0.064
H 1.9088 -0.7826 1.1791 0.066
H 1.7564 -0.4252 -1.8019 0.074
H 0.3466 -1.0958 -2.6226 0.082
H -1.7506 0.1051 -2.1240 0.084
H -0.3265 1.1586 -2.1765 0.075
H -1.7679 1.6604 -1.2910 0.089
H -2.4665 -1.0069 0.0439 0.089
H -2.4869 0.6070 0.7929 0.087
H -1.6042 -0.7138 1.5499 0.065
```

Energy   -11506.032 eV
Relative energy (zero: lowest compared OMol25 entry of this formula, charge and spin)   92.8 kcal per mole
SMILES   CN(C)C(C)(C)N(C)O
HOMO-LUMO gap   8.6 eV
2S+1   1
HOMO level   -7.660 eV